H4IO2 | ωB97M-V/def2-TZVPD

E_HOMO ... -3.98 eV
Orbital gap ... 7.800 eV
E_LUMO ... 3.818 eV
Energy relative to the best compared isomer or geometry (same formula, charge and spin) ... 4.6 kJ/mol
E ... -450.67989 hartree

ORCA input file:
```
! RIJCOSX wB97M-V def2-TZVPD def2/J DEFGRID3
* xyz -1 1
I 1.76015 0.10561 -0.48558
O 0.15792 1.70537 2.34355
H -0.57757 2.18009 1.94650
H 0.68913 1.42632 1.56869
O -0.78394 -1.85140 -2.17783
H 0.05809 -1.52252 -1.80301
H -1.30379 -2.04348 -1.39233
*
```

***

H4IO2 | ωB97M-V/def2-TZVPD

E_HOMO ... -3.39 eV
Orbital gap ... 6.585 eV
E_LUMO ... 3.194 eV
Energy relative to the best compared isomer or geometry (same formula, charge and spin) ... 61.8 kJ/mol
E ... -450.65809 hartree

ORCA input file:
```
! RIJCOSX wB97M-V def2-TZVPD def2/J DEFGRID3
* xyz -1 1
I 10.95711 -8.38399 1.52474
O 11.97106 -12.45425 -3.41382
H 12.79229 -12.13437 -3.78729
H 12.07184 -12.32939 -2.47017
O 5.72752 -8.03134 -1.34176
H 5.83263 -8.96518 -1.52377
H 6.52949 -7.78489 -0.88096
*
```

***

H4N2 | ωB97M-V/def2-TZVPD

E_HOMO ... -9.00 eV
Orbital gap ... 10.108 eV
E_LUMO ... 1.105 eV
Energy relative to the best compared isomer or geometry (same formula, charge and spin) ... 273.5 kJ/mol
E ... -111.76100 hartree

ORCA input file:
```
! RIJCOSX wB97M-V def2-TZVPD def2/J DEFGRID3
* xyz 0 1
H 0.40392 -0.69172 -1.22504
H -0.01319 0.89273 -1.17679
H 0.68677 -0.29962 1.53156
H -0.85125 -0.86763 0.50409
N 0.29474 0.27745 -0.55724
N -0.32706 -0.13941 0.60955
*
```